{
  "formula": "C9H17CuN4O2S3Sb",
  "method": "the ωB97M-V functional and the def2-TZVPD basis",
  "elements": ["H", "H", "S", "C", "H", "H", "H", "N", "C", "H", "H", "S", "N", "O", "H", "Sb", "Cu", "H", "C", "C", "S", "N", "H", "H", "O", "H", "C", "C", "C", "H", "C", "H", "N", "C", "H", "H", "H"],
  "xyz": [[-1.746190, -2.468524, -2.968340], [-4.126956, -2.006446, 0.712367], [2.484028, -1.344726, 2.789050], [-2.936267, 0.329869, 0.935645], [2.852891, 4.440922, 0.829678], [0.220051, -3.556158, -1.728417], [-2.176225, 1.108053, 0.888209], [-0.976152, -2.000811, -1.069556], [0.287435, -2.708612, -1.042619], [-2.192979, -0.866911, -2.341416], [-4.450879, -1.210461, -0.838444], [6.020863, -2.530211, 3.314623], [1.586979, 1.597906, 0.312479], [-0.552676, 2.055280, -0.420134], [-3.889084, 0.761233, 0.624554], [4.906092, -0.804970, 2.353324], [1.597786, -0.311085, 0.848247], [3.209125, 3.957066, -0.822992], [1.072387, 3.838808, -0.329882], [0.595822, 2.397801, -0.160494], [3.224658, -1.981114, 0.893144], [-2.595267, -0.736230, 0.019541], [1.124222, -2.070191, -1.342517], [-0.820159, -0.388139, 1.664911], [3.793794, 1.894976, 0.903954], [0.492392, -3.073503, -0.039488], [2.738572, 2.325328, 0.474328], [-3.670329, -1.675461, -0.229704], [-1.279113, -1.177961, -0.002507], [0.862087, 4.167797, -1.347510], [-1.395109, -1.601172, -2.402203], [0.490036, 4.469585, 0.343622], [-0.400616, -0.872307, 0.880733], [2.548169, 3.772712, 0.024890], [-3.051398, -0.030780, 1.969256], [-3.291796, -2.549867, -0.750968], [-0.556181, -1.151710, -2.945356]],
  "atomic_forces_ev_per_a": [[0.0, 0.0, 0.0], [0.0, 0.0, 0.0], [0.1, -0.1, 0.3], [0.0, 0.0, 0.0], [0.0, 0.0, 0.0], [0.0, 0.0, 0.0], [0.0, 0.0, 0.0], [0.0, 0.0, 0.0], [0.0, 0.0, 0.0], [0.0, 0.0, 0.0], [0.0, 0.0, 0.0], [0.0, 0.2, -0.1], [0.3, 0.4, 0.0], [0.0, 0.0, 0.0], [0.0, 0.0, 0.0], [0.1, -0.3, 0.1], [-0.1, 0.1, -0.1], [0.0, 0.0, 0.0], [0.0, 0.0, 0.0], [-0.1, -0.2, 0.0], [0.0, -0.1, -0.2], [0.0, 0.0, 0.0], [0.0, 0.0, 0.0], [0.0, 0.0, 0.0], [0.0, 0.0, 0.0], [0.0, 0.0, 0.0], [0.0, -0.1, 0.0], [0.0, 0.0, 0.0], [-0.1, 0.0, 0.0], [0.0, 0.0, 0.0], [0.0, 0.0, 0.0], [0.0, 0.0, 0.0], [-0.2, -0.2, 0.0], [0.0, 0.0, 0.0], [0.0, 0.0, 0.0], [0.0, 0.0, 0.0], [0.0, 0.0, 0.0]],
  "lowdin_charge": [0.082, 0.085, -0.058, -0.077, 0.110, 0.086, 0.066, -0.171, -0.090, 0.083, 0.084, -0.414, 0.070, -0.001, 0.087, 0.370, -0.159, 0.112, -0.105, -0.510, -0.051, -0.171, 0.063, 0.061, -0.051, 0.072, -0.515, -0.074, -0.428, 0.109, -0.065, 0.111, 0.129, -0.101, 0.090, 0.080, 0.091],
  "charge": -1
}



{
  "formula": "C46H37BrLiN3O2Sb",
  "method": "the ωB97M-V functional and the def2-TZVPD basis",
  "elements": ["C", "C", "C", "C", "H", "H", "C", "H", "H", "H", "C", "C", "C", "C", "C", "H", "H", "C", "C", "H", "C", "O", "H", "H", "C", "C", "H", "H", "Sb", "H", "C", "H", "H", "Li", "C", "C", "C", "H", "C", "C", "H", "C", "H", "H", "Br", "C", "H", "C", "C", "H", "N", "C", "C", "C", "C", "O", "C", "H", "H", "C", "H", "C", "C", "C", "C", "C", "H", "C", "C", "H", "H", "H", "C", "H", "C", "H", "C", "C", "C", "H", "C", "H", "H", "H", "H", "N", "H", "H", "N", "C", "C"],
  "xyz": [[0.288180, -2.748493, -1.258319], [6.523648, -1.846287, -0.094268], [0.184214, -1.896406, -3.635437], [-5.390627, 1.055058, -1.523179], [-2.906150, 0.778306, 5.283969], [2.018279, 2.912727, 0.064349], [2.268869, -0.188401, -2.930961], [-1.121284, 3.100526, 2.106792], [4.481422, -1.548442, 0.385510], [-0.333031, -4.847246, 4.663254], [5.350439, 0.240122, -0.299123], [0.461999, -2.095176, 4.661526], [-0.293973, -5.111262, 2.573389], [0.460039, -3.284803, 1.071151], [4.055961, 0.985305, 0.097088], [0.879281, -0.095922, 5.328488], [-4.567113, 2.014460, 1.129928], [-3.033022, 0.757696, -1.343182], [0.663836, -0.918428, -4.556732], [-0.684366, -6.101259, 2.624036], [-1.578450, 5.047499, -2.146523], [3.866534, 2.193369, -0.126664], [-0.227616, -5.277226, 0.457462], [-6.296185, 1.618480, -1.269312], [0.835744, -0.779551, 4.476537], [-0.135022, -4.367660, 3.711347], [0.239862, -2.494674, 5.645594], [-2.280365, -0.796830, -2.606355], [-1.031755, 1.066361, -0.496983], [-3.042898, -1.245751, 0.432138], [-2.251533, -1.342811, 1.239183], [-0.518177, 6.826876, -2.024404], [-3.110395, -1.149109, 3.805086], [1.894585, -0.877602, 0.106976], [7.680648, -1.305286, -0.640531], [-0.025455, -4.559623, 1.275963], [0.197449, 4.007924, -0.258335], [-4.405753, -1.405979, -3.598016], [-1.574055, -3.305709, -2.729138], [1.244043, 3.400026, 0.638827], [-2.410676, 3.084390, -2.208136], [-2.072412, 2.076761, 3.802343], [0.819337, 2.593351, 1.284622], [1.709067, 4.130778, 1.277691], [6.443949, 2.529816, -1.514252], [-0.959922, -2.665248, -3.833125], [3.061763, 0.463555, -2.550627], [0.359668, -3.038453, 3.594286], [-2.692940, -0.229496, 3.382222], [-1.295026, -1.426874, 0.718165], [0.903796, -2.666261, -0.101267], [-1.654403, 1.096812, 1.632358], [0.614644, -2.466271, 2.318857], [-4.358365, -0.604604, -2.868298], [-1.684881, 3.718674, -1.768518], [3.202525, 0.193068, 0.585063], [1.071869, -0.359466, 3.169418], [0.107518, -0.891424, -5.500179], [6.548702, -2.880867, 0.277825], [-1.629488, 2.220898, 2.486143], [8.419688, 0.406407, -1.642127], [6.452911, 0.759909, -0.946280], [-3.155095, -0.246373, -2.300344], [7.601547, -0.004763, -1.099329], [5.381688, -1.108072, 0.093656], [0.795542, -1.892640, -2.333669], [-1.519100, -3.779027, -0.662759], [0.222484, 5.339342, -0.593077], [-4.197701, 1.403755, -0.930340], [-5.025055, 3.190025, -0.033770], [-1.532507, -2.570884, -4.759695], [-2.408189, -2.282765, 1.790391], [-0.946553, -3.416110, -1.507203], [-2.535920, -3.710515, -2.852625], [-5.505525, 0.082473, -2.532926], [1.092143, 5.931276, -0.271780], [-4.261021, 2.398494, 0.200185], [1.699066, -0.100122, -4.257344], [-2.203825, -0.147726, 2.084586], [2.117563, 0.664642, -4.963095], [-0.628441, 5.858881, -1.611818], [-3.338494, 2.958859, 0.360070], [-2.019870, 2.905784, 4.445926], [-6.426226, -0.056032, -2.932541], [8.564994, -1.883745, -0.727078], [1.828366, -1.019406, -2.023769], [1.364982, 0.679475, 2.991964], [-2.263413, 5.458072, -2.919408], [0.938194, -1.161805, 2.129431], [-0.796007, 3.177581, -0.867461], [-2.588720, 0.871090, 4.246532]],
  "atomic_forces_ev_per_a": [[-0.9, 0.1, -1.0], [0.5, -1.3, 0.8], [0.7, 0.7, 1.7], [-1.2, 0.0, -1.1], [0.0, 0.0, -0.2], [0.3, -0.1, -0.2], [-0.3, 0.0, -0.2], [-0.4, 0.3, 0.3], [-1.0, -0.5, 0.9], [0.0, 0.4, 0.2], [-0.6, -0.1, 0.6], [0.1, -0.7, 0.1], [0.2, 1.7, -0.4], [0.6, 0.9, 0.4], [-0.7, 0.2, -0.7], [0.1, -0.2, -0.4], [-0.2, -1.0, 1.2], [0.3, 0.1, 0.3], [-0.6, -0.7, -0.5], [-0.1, -0.6, 0.1], [-1.3, 0.3, -1.3], [0.9, -0.8, 0.1], [0.4, 0.8, 0.2], [0.3, -0.2, 0.1], [-0.4, -0.9, 0.6], [0.4, -0.6, -0.3], [0.0, 0.3, 0.2], [0.3, -0.1, 0.0], [0.2, -0.2, 0.5], [0.7, -0.2, 0.9], [-0.6, -0.7, -1.7], [0.2, 1.0, 0.0], [0.2, 0.1, -0.4], [-0.4, -0.4, 0.0], [-1.4, 0.7, 0.1], [-0.4, -1.3, -0.2], [-0.6, -1.2, 0.0], [0.2, 0.0, 0.0], [2.0, 0.7, -1.5], [-1.1, -0.7, 0.3], [-0.7, -0.3, -0.4], [0.0, -0.5, -1.0], [0.2, 0.6, -0.4], [0.2, 0.3, 0.3], [0.4, 0.8, -0.5], [-1.7, -0.6, 0.4], [-0.2, 0.1, -0.6], [-0.2, 1.7, -0.2], [0.2, 0.7, 1.0], [-0.1, -0.2, -0.2], [0.1, -0.2, 2.2], [-0.7, -0.4, -0.1], [-0.2, -0.8, -1.2], [-0.6, -0.3, -0.6], [0.7, 0.3, 0.3], [-0.1, 0.5, 0.4], [0.0, 0.2, -0.4], [0.5, 0.3, 0.1], [-0.1, 0.4, -0.3], [0.4, -1.7, -0.6], [0.6, 0.4, -0.2], [-0.1, -0.5, 0.7], [0.7, 0.0, 0.2], [0.2, -0.1, -0.4], [1.3, 0.9, -1.4], [0.4, 0.1, -0.6], [0.2, -0.3, 0.0], [0.6, 1.0, -1.5], [0.0, 0.1, 0.9], [0.5, -0.7, 0.0], [0.3, -0.1, 0.1], [0.0, 0.4, -0.1], [0.2, 0.9, 0.3], [-1.1, -0.6, -0.2], [2.8, 1.3, 2.4], [-0.6, -0.1, 0.2], [-0.2, 2.1, -1.5], [1.2, 1.0, 0.4], [0.0, 1.5, 0.8], [-0.6, -0.9, 0.7], [0.9, -1.0, 1.4], [0.1, -0.3, -0.1], [0.1, 0.9, 0.9], [-2.5, -0.8, -1.4], [0.7, -0.4, -0.2], [-0.9, -0.8, -0.3], [-0.1, -0.3, -0.2], [0.5, -0.4, 0.5], [0.4, 0.0, 0.3], [0.0, 0.2, 0.8], [-0.2, -0.3, -0.2]],
  "lowdin_charge": [-0.275, -0.088, -0.197, -0.058, 0.096, 0.049, -0.132, 0.086, 0.092, 0.097, -0.150, -0.021, -0.095, -0.225, -0.632, 0.106, 0.063, -0.323, -0.046, 0.084, -0.120, -0.073, 0.109, 0.110, -0.060, -0.075, 0.105, 0.064, 1.599, 0.101, -0.091, 0.082, 0.113, 0.523, -0.089, -0.047, -0.296, 0.101, -0.120, -0.061, 0.071, -0.102, 0.054, 0.080, 0.809, -0.104, 0.109, -0.161, -0.056, 0.021, 0.018, -0.295, -0.157, -0.090, -0.155, -0.162, -0.135, 0.112, 0.106, -0.118, 0.081, -0.648, -0.135, -0.145, -0.018, -0.161, 0.090, -0.047, -0.310, 0.095, 0.096, 0.095, -0.049, 0.081, -0.071, 0.113, -0.057, -0.058, -0.333, 0.112, -0.093, 0.052, 0.078, 0.062, 0.087, 0.049, 0.114, 0.110, 0.086, -0.330, -0.097],
  "charge": -1
}



{
  "formula": "C5H9N",
  "method": "the ωB97M-V functional and the def2-TZVPD basis",
  "elements": ["C", "C", "H", "H", "H", "H", "C", "C", "N", "H", "C", "H", "H", "H", "H"],
  "xyz": [[-1.490889, 1.306461, 0.866927], [0.766996, -1.090548, -0.903365], [-0.664942, -0.335325, -2.317009], [-2.330493, 1.326282, 0.199776], [2.366907, -0.718222, 1.360435], [-0.111444, 1.338494, -0.964112], [-0.147833, 0.914612, 0.097508], [0.016625, -1.160299, -2.024905], [1.339385, -0.529904, 1.534478], [-1.527184, 0.624260, 1.687687], [0.665135, -0.160291, 0.212404], [1.199080, 0.229069, 2.154522], [-1.368280, 2.361500, 1.244589], [1.451436, -1.919171, -0.846890], [-0.164498, -2.186917, -2.302045]],
  "atomic_forces_ev_per_a": [[3.9, 1.8, 0.2], [0.6, -0.1, -1.2], [0.3, -0.9, 0.2], [-0.3, -0.5, -0.3], [-1.9, 0.4, 0.3], [-0.7, -1.0, 1.2], [-1.9, 0.8, -1.8], [-0.6, 0.7, 1.6], [-0.4, -1.3, -3.3], [-0.7, -0.3, 0.6], [1.3, 0.9, 2.5], [0.2, 0.7, 0.5], [-0.4, -1.0, -0.1], [0.1, -0.4, 0.8], [0.4, 0.1, -1.3]],
  "lowdin_charge": [-0.069, -0.157, 0.064, 0.053, 0.098, 0.105, -0.123, 0.006, 0.047, 0.049, -0.323, 0.040, 0.071, 0.088, 0.053],
  "smiles": "C=C/C(N)=C/C"
}



{
  "formula": "C11H27BF3NO3Si2",
  "method": "the ωB97M-V functional and the def2-TZVPD basis",
  "elements": ["N", "H", "C", "H", "H", "H", "H", "H", "H", "H", "H", "C", "H", "H", "Si", "H", "H", "H", "H", "O", "H", "C", "C", "H", "C", "F", "H", "F", "H", "H", "H", "C", "H", "H", "C", "O", "H", "C", "F", "C", "H", "C", "Si", "B", "H", "O", "C", "H"],
  "xyz": [[-3.012756, -1.396469, 2.410368], [-1.912048, -1.801842, 5.625031], [-1.958657, 0.399127, 0.924101], [-1.170984, -1.692820, 3.342902], [-4.948629, -1.144477, 1.657412], [5.113480, 1.432232, -2.201720], [-2.898906, -2.920226, 4.678245], [-3.030596, -1.359890, 0.316872], [-1.925851, -0.162098, 3.756711], [-3.945004, 0.864476, 3.757107], [-0.387223, -1.343517, -4.591692], [-2.666165, -1.864308, 4.836077], [3.080402, 2.792214, -1.874325], [-1.288601, -1.156323, -2.371995], [1.977872, 1.043257, -3.320768], [1.819979, 0.688461, 0.329777], [1.539686, 3.468918, -2.563252], [-4.866795, -1.543382, 3.335857], [-2.818965, 1.043106, 0.736086], [1.124996, -0.350264, -2.742686], [-4.444743, 1.202012, 2.090690], [-4.596761, 0.540055, 2.943342], [5.533973, -0.769354, -2.035213], [-1.109453, 0.799210, -3.706917], [5.176573, -2.130029, -1.960797], [5.744076, -3.067171, -2.854992], [-1.482605, -1.680422, 1.032932], [6.915982, -0.427973, -1.900398], [1.274419, 3.789475, 0.591804], [4.264180, 1.080464, -4.466157], [-1.315272, 0.466673, 0.044602], [1.986195, 2.519183, -2.095261], [1.389631, 1.563895, -4.579938], [-5.628322, 0.685107, 3.277215], [-4.383155, -0.926479, 2.569966], [0.982885, 1.014397, -0.053119], [3.651416, -0.638427, -4.068232], [-2.135208, -1.220836, 3.560594], [4.298832, -2.671088, -1.006169], [4.545374, 0.447626, -2.253648], [-1.396011, 0.801879, 1.768244], [-2.375896, -1.054293, 1.140431], [-0.468010, -0.478758, -3.401222], [1.178204, 2.274081, -0.712948], [3.728985, 0.381087, -1.453495], [0.618013, 3.440495, -0.041986], [3.784750, 0.423361, -3.673136], [-3.563289, -1.360341, 5.203697]],
  "atomic_forces_ev_per_a": [[0.1, -0.2, -0.3], [0.0, 0.0, -0.1], [-0.1, 0.1, -0.2], [-0.1, 0.1, -0.3], [0.3, 0.0, -0.1], [-0.7, -1.4, 0.4], [0.0, 0.1, -0.1], [-0.1, 0.0, 0.2], [0.1, 0.1, 0.1], [0.0, 0.0, 0.0], [0.0, 0.1, -0.1], [-0.1, 0.1, 0.0], [-1.5, -0.4, -0.1], [0.1, 0.0, -0.1], [0.8, -0.8, 0.5], [-0.6, -0.1, -0.5], [0.6, -1.4, 0.5], [0.1, 0.0, 0.0], [0.0, 0.0, 0.1], [-0.8, 2.1, -1.7], [0.1, 0.0, 0.1], [-0.2, 0.2, -0.1], [-0.3, -0.5, 1.0], [0.1, 0.4, -0.1], [0.8, 0.6, -0.3], [-0.8, 1.5, 3.2], [0.0, 0.0, 0.2], [-2.3, -0.8, -1.8], [-0.7, -0.2, -0.3], [-0.3, -0.9, 1.0], [0.0, 0.0, 0.1], [-0.1, 0.5, 0.1], [-0.2, -0.3, 0.0], [0.0, 0.0, 0.0], [-0.1, -0.2, 0.3], [1.2, 1.8, -0.6], [0.4, 1.3, 0.5], [-0.1, -0.1, 0.1], [1.3, 1.1, -3.2], [0.2, -0.7, 0.2], [0.0, 0.0, -0.1], [0.1, -0.1, 0.0], [1.2, -1.0, 1.2], [-0.2, 0.7, 1.5], [1.3, 0.2, -0.8], [1.2, -1.5, -0.8], [-0.5, -0.2, 0.3], [0.0, -0.1, 0.0]],
  "lowdin_charge": [-0.195, 0.071, -0.084, 0.117, 0.114, 0.124, 0.079, 0.109, 0.098, 0.067, -0.065, -0.095, 0.085, -0.066, 0.507, 0.111, 0.091, 0.101, 0.060, -0.469, 0.053, -0.088, -0.120, -0.061, -0.148, 0.049, 0.110, -0.007, 0.100, 0.082, 0.043, -0.161, 0.002, 0.071, -0.251, 0.068, 0.087, -0.275, 0.062, -0.170, 0.073, -0.247, 0.545, -0.562, 0.102, 0.060, -0.244, 0.063]
}



It is found that the ΔE to the lowest compared entry with this formula, charge and spin values, taken in the order of the records, are 0.0, 0.0, 76.6, 55.3 kcal/mol.
It is found that the Kohn-Sham gap values, taken in the order of the records, are 6.604, 6.545, 7.857, 7.372 eV.
It is found that the LUMO values, taken in the order of the records, are 2.60, 2.57, 0.32, -0.54 eV.